# 1
The following is a DFT calculation (ωB97M-V/def2-TZVPD) of a molecular structure, C40H30ClN17O4Ti in a non-equilibrium geometry.

The geometry in ORCA input format:
```
! wB97M-V def2-TZVPD RIJCOSX def2/J DEFGRID3
* xyz 0 1
Ti 0.108 0.202 0.372
C -1.417 -0.980 -5.816
C -1.268 -0.227 -4.519
C -0.339 0.799 -4.376
C -0.148 1.425 -3.157
C -0.877 1.055 -2.035
N -0.613 1.625 -0.754
C -0.972 2.968 -0.575
C -1.875 3.585 -1.453
C -2.286 4.895 -1.298
C -1.812 5.673 -0.250
C -2.242 7.108 -0.061
C -0.919 5.078 0.622
C -0.507 3.759 0.485
N 0.434 3.257 1.435
C 0.833 3.853 2.578
C 1.852 3.101 3.110
C 2.003 2.036 2.222
N 1.134 2.126 1.219
C -1.834 0.057 -2.195
C -2.018 -0.586 -3.407
N -2.601 -0.347 -1.066
C -3.905 -0.696 -1.033
C -4.224 -0.964 0.277
C -3.039 -0.741 0.992
N -2.065 -0.374 0.176
H -1.009 -0.412 -6.652
H -2.463 -1.205 -6.026
H -0.878 -1.930 -5.763
H 0.265 1.093 -5.228
H 0.590 2.211 -3.050
H -2.272 3.000 -2.271
H -2.992 5.318 -2.005
H -2.845 7.444 -0.904
H -1.379 7.772 0.027
H -2.842 7.223 0.846
H -0.522 5.676 1.434
H 0.372 4.752 2.950
H 2.398 3.293 4.019
H 2.695 1.211 2.264
H -2.732 -1.401 -3.475
H -4.508 -0.697 -1.927
H -5.180 -1.267 0.670
H -2.873 -0.836 2.053
O 0.388 -5.072 -3.357
C -0.227 -5.629 -2.332
O -0.649 -6.756 -2.394
C -0.363 -4.837 -1.062
C -0.868 -5.386 0.095
Cl -1.312 -6.988 0.430
N -0.881 -4.424 1.049
N -0.421 -3.261 0.580
C -0.101 -3.480 -0.680
C 0.405 -2.298 -1.447
O 0.860 -2.398 -2.568
O 0.318 -1.130 -0.869
C -1.366 -4.469 2.399
C -2.603 -5.023 2.693
C -3.061 -4.986 4.003
C -2.301 -4.384 4.997
C -1.069 -3.823 4.684
C -0.595 -3.873 3.383
H 0.678 -4.146 -3.158
H -3.207 -5.460 1.910
H -4.023 -5.422 4.243
H -2.671 -4.349 6.014
H -0.477 -3.344 5.454
H 0.366 -3.454 3.115
N 0.507 -1.041 3.669
C -0.410 -0.059 3.428
N -1.160 0.521 4.333
N -1.869 1.450 3.642
N -1.573 1.420 2.396
N -0.634 0.442 2.209
C 1.456 -1.353 2.728
N 2.465 -2.157 2.944
N 3.143 -2.166 1.769
N 2.575 -1.419 0.899
N 1.459 -0.854 1.482
H 0.679 -1.317 4.620
N 2.048 0.780 -0.817
C 3.131 1.067 -1.040
C 4.498 1.413 -1.320
C 5.437 0.425 -1.600
C 6.743 0.793 -1.871
C 7.107 2.134 -1.861
C 6.169 3.117 -1.569
C 4.860 2.762 -1.296
H 5.136 -0.615 -1.594
H 7.482 0.033 -2.089
H 8.130 2.415 -2.082
H 6.459 4.161 -1.554
H 4.113 3.510 -1.061
*
```

* max |F|: 0.0343 hartree/bohr
* HOMO-LUMO gap: 0.2620 hartree
* ΔE to the lowest compared entry with this formula, charge and spin: 16.5 kcal per mole
* HOMO energy: -7.898 eV
* molecular weight: 896.1 g mol⁻¹



# 2
The following is a DFT calculation (ωB97M-V/def2-TZVPD) of a molecular structure, C40H30N6PdS5.

The geometry in ORCA input format:
```
! wB97M-V def2-TZVPD RIJCOSX def2/J DEFGRID3
* xyz 0 1
Pd -1.563 2.531 1.822
N -1.582 0.328 1.780
S -1.808 -0.653 0.750
N -0.496 -1.473 0.092
S 0.534 -1.021 -0.951
N 1.023 0.395 -1.214
S 1.152 1.676 -0.116
N -0.013 2.468 0.159
C 2.464 2.535 -0.964
C 2.366 2.704 -2.341
C 3.287 3.513 -2.987
C 4.283 4.154 -2.263
C 4.357 3.996 -0.888
C 3.442 3.187 -0.228
C 2.058 0.916 1.229
C 1.529 1.046 2.500
C 2.202 0.471 3.576
C 3.389 -0.208 3.370
C 3.927 -0.314 2.088
C 3.263 0.246 1.015
C 0.056 -1.551 -2.572
C -0.090 -0.650 -3.608
C -0.517 -1.128 -4.842
C -0.781 -2.476 -5.017
C -0.631 -3.368 -3.958
C -0.208 -2.908 -2.724
C 1.891 -2.114 -0.590
C 2.977 -2.065 -1.457
C 4.079 -2.857 -1.187
C 4.081 -3.684 -0.068
C 2.989 -3.723 0.782
C 1.873 -2.934 0.524
C -2.774 -0.196 -0.674
C -3.025 -1.056 -1.741
C -3.783 -0.608 -2.805
C -4.274 0.697 -2.815
C -4.023 1.543 -1.750
C -3.274 1.095 -0.667
C -2.638 -2.106 1.353
C -3.940 -2.429 1.010
C -4.552 -3.512 1.636
C -3.869 -4.246 2.588
C -2.570 -3.895 2.941
C -1.950 -2.819 2.334
H 1.582 2.215 -2.896
H 3.224 3.649 -4.058
H 4.998 4.787 -2.770
H 5.123 4.508 -0.321
H 3.490 3.077 0.846
H 0.600 1.592 2.650
H 1.794 0.570 4.572
H 3.910 -0.645 4.212
H 4.866 -0.828 1.933
H 3.691 0.189 0.024
H 0.102 0.399 -3.443
H -0.646 -0.439 -5.666
H -1.109 -2.840 -5.981
H -0.844 -4.419 -4.097
H -0.098 -3.591 -1.892
H 2.971 -1.403 -2.313
H 4.937 -2.830 -1.844
H 4.945 -4.302 0.138
H 3.000 -4.364 1.653
H 1.014 -2.937 1.174
H -2.658 -2.071 -1.727
H -3.995 -1.273 -3.632
H -4.861 1.047 -3.653
H -4.412 2.552 -1.748
H -3.092 1.750 0.192
H -4.487 -1.847 0.284
H -5.570 -3.770 1.378
H -4.353 -5.082 3.071
H -2.047 -4.456 3.703
H -0.956 -2.517 2.630
S -1.539 3.110 4.071
C -2.250 4.630 3.668
S -2.504 4.599 1.961
C -2.551 5.671 4.494
C -3.119 6.856 3.914
N -3.579 7.782 3.410
C -2.314 5.602 5.906
N -2.124 5.526 7.037
*
```

* max |F|: 0.0134 hartree/bohr
* HOMO-LUMO gap: 0.2371 hartree
* ΔE to the lowest compared entry with this formula, charge and spin: 20.3 kcal per mole
* HOMO energy: -6.968 eV
* molecular weight: 861.5 g mol⁻¹



# 3
The following is a DFT calculation (ωB97M-V/def2-TZVPD) of 3 unconnected molecules or ions with the total composition C40H31ClN2O6P in a non-equilibrium geometry.

The geometry in ORCA input format:
```
! wB97M-V def2-TZVPD RIJCOSX def2/J DEFGRID3
* xyz 1 1
C -9.956 -3.776 -4.623
C -8.666 -3.593 -4.857
C -7.222 -2.979 -5.222
N -6.270 -2.934 -4.056
C -6.645 -3.005 -2.648
C -5.602 -2.911 -1.434
C -6.149 -3.007 0.106
C -6.667 -4.545 0.341
O -5.957 -5.330 1.067
Cl -8.243 -5.111 -0.449
C -4.047 -2.724 -1.783
C -2.936 -2.578 -0.634
C -3.130 -1.278 0.337
N -4.047 -0.224 -0.201
C -3.671 -2.693 -3.334
P -1.904 -2.487 -4.004
O -0.820 -3.252 -3.205
C -4.831 -2.803 -4.412
H -11.117 -3.833 -4.608
H -6.733 -3.650 -6.026
H -7.304 -1.918 -5.679
H -7.753 -3.125 -2.350
H -7.008 -2.250 0.309
H -5.286 -2.870 0.878
H -1.849 -2.558 -1.006
H -3.023 -3.512 0.064
H -3.533 -1.600 1.378
H -2.095 -0.789 0.509
H -3.862 -0.011 -1.197
H -5.039 -0.467 -0.035
H -1.918 -3.080 -5.336
H -1.596 -1.087 -4.225
H -4.545 -2.782 -5.542
C 1.232 1.055 0.402
C 1.828 2.083 1.130
C 1.629 3.409 0.754
C 0.843 3.709 -0.360
C 0.266 2.679 -1.102
C 0.453 1.350 -0.713
C -0.529 2.981 -2.313
O -1.037 2.079 -2.962
C -0.692 4.391 -2.731
C -1.391 4.688 -3.903
C -1.560 6.013 -4.297
C -1.041 7.044 -3.517
C -0.339 6.752 -2.352
C -0.155 5.423 -1.962
C 0.623 5.121 -0.741
O 1.082 6.024 -0.060
H 1.380 0.021 0.701
H 2.447 1.851 1.992
H 2.093 4.206 1.329
H -0.005 0.543 -1.279
H -1.801 3.889 -4.515
H -2.099 6.241 -5.212
H -1.179 8.078 -3.821
H 0.068 7.561 -1.751
C 5.342 -3.370 3.020
C 6.264 -3.975 3.872
C 7.084 -3.194 4.680
C 6.993 -1.801 4.629
C 6.087 -1.195 3.759
C 5.253 -1.982 2.962
C 6.016 0.280 3.661
O 5.220 0.812 2.902
C 6.928 1.100 4.488
C 6.911 2.491 4.363
C 7.757 3.271 5.147
C 8.614 2.666 6.065
C 8.637 1.280 6.188
C 7.800 0.494 5.392
C 7.857 -0.980 5.505
O 8.610 -1.511 6.304
H 4.695 -3.980 2.397
H 6.342 -5.058 3.907
H 7.798 -3.673 5.345
H 4.536 -1.516 2.293
H 6.244 2.971 3.653
H 7.747 4.352 5.045
H 9.268 3.275 6.681
H 9.311 0.814 6.901
*
```

* max |F|: 0.1447 hartree/bohr
* HOMO-LUMO gap: 0.2141 hartree
* HOMO energy: -10.852 eV
* molecular weight: 702.1 g mol⁻¹



# 4
The following is a DFT calculation (ωB97M-V/def2-TZVPD) of 3 unconnected molecules or ions with the total composition C40H32ClF6N2O6S in a non-equilibrium geometry.

The geometry in ORCA input format:
```
! wB97M-V def2-TZVPD RIJCOSX def2/J DEFGRID3
* xyz 1 1
C 7.544 -2.785 4.057
C 7.946 -2.118 2.741
C 9.483 -2.134 2.686
C 7.457 -2.837 1.477
C 5.981 -2.688 1.144
N 5.098 -3.379 2.104
C 5.170 -4.761 2.254
C 4.277 -5.098 3.222
C 4.038 -6.516 3.693
C 5.337 -7.292 3.780
F 3.250 -7.116 2.725
N 3.658 -3.916 3.641
S 2.476 -3.799 4.871
O 2.613 -2.528 5.486
O 2.629 -4.917 5.734
C 0.810 -4.031 4.066
F 0.940 -5.092 3.259
F -0.020 -4.308 5.044
C 0.273 -2.827 3.199
F 0.909 -1.695 3.449
F -1.002 -2.656 3.503
F 0.369 -3.107 1.912
C 4.191 -2.882 2.916
Cl 3.820 -1.262 3.029
H 6.498 -3.081 4.124
H 8.167 -3.650 4.278
H 7.701 -2.072 4.864
H 7.646 -1.069 2.721
H 9.789 -3.159 2.465
H 9.922 -1.891 3.649
H 9.875 -1.512 1.886
H 7.781 -3.877 1.532
H 7.987 -2.400 0.632
H 5.685 -1.654 1.010
H 5.800 -3.177 0.188
H 5.851 -5.371 1.697
H 3.567 -6.565 4.666
H 5.117 -8.293 4.135
H 5.816 -7.400 2.810
H 6.031 -6.836 4.482
C -5.946 1.682 -3.286
C -7.104 1.265 -2.640
C -7.048 0.260 -1.689
C -5.833 -0.341 -1.388
C -4.671 0.062 -2.053
C -4.732 1.081 -2.994
C -3.366 -0.596 -1.779
O -2.351 -0.245 -2.346
C -3.334 -1.711 -0.788
C -2.137 -2.377 -0.557
C -2.087 -3.404 0.369
C -3.230 -3.766 1.076
C -4.426 -3.109 0.845
C -4.484 -2.085 -0.093
C -5.789 -1.409 -0.351
O -6.782 -1.727 0.266
H -5.991 2.474 -4.022
H -8.052 1.729 -2.878
H -7.945 -0.063 -1.180
H -3.834 1.404 -3.503
H -1.252 -2.090 -1.107
H -1.163 -3.929 0.537
H -3.188 -4.566 1.805
H -5.319 -3.387 1.387
C -2.044 4.421 -2.562
C -0.973 5.042 -3.196
C -1.168 6.224 -3.891
C -2.438 6.783 -3.965
C -3.516 6.148 -3.346
C -3.312 4.972 -2.637
C -4.895 6.703 -3.450
O -5.830 6.149 -2.910
C -5.093 7.949 -4.242
C -6.377 8.456 -4.398
C -6.576 9.620 -5.121
C -5.494 10.287 -5.684
C -4.213 9.783 -5.537
C -4.008 8.609 -4.823
C -2.626 8.065 -4.703
O -1.681 8.643 -5.194
H -1.889 3.501 -2.012
H 0.014 4.603 -3.147
H -0.340 6.715 -4.382
H -4.143 4.485 -2.145
H -7.215 7.937 -3.955
H -7.577 10.012 -5.245
H -5.652 11.200 -6.243
H -3.368 10.295 -5.977
*
```

* max |F|: 0.0607 hartree/bohr
* HOMO-LUMO gap: 0.2555 hartree
* HOMO energy: -10.832 eV
* molecular weight: 818.2 g mol⁻¹



# 5
The following is a DFT calculation (ωB97M-V/def2-TZVPD) of a molecular structure, C40H33BaN4P2 in a non-equilibrium geometry.

The geometry in ORCA input format:
```
! wB97M-V def2-TZVPD RIJCOSX def2/J DEFGRID3
* xyz 1 1
Ba 1.578 0.751 0.639
C 1.380 -2.114 -1.377
P 2.344 -0.855 -2.365
C 1.167 0.498 -2.734
C -0.181 0.533 -2.407
C -0.978 1.636 -2.728
C -0.432 2.717 -3.394
C 0.919 2.697 -3.736
C 1.708 1.610 -3.406
C 2.671 -1.566 -3.990
C 1.687 -1.937 -4.909
C 2.044 -2.505 -6.123
C 3.389 -2.704 -6.429
C 4.372 -2.337 -5.524
C 4.011 -1.768 -4.305
C 2.031 -2.332 -0.027
C 3.079 -3.175 0.322
C 3.320 -2.978 1.701
C 2.395 -2.035 2.132
C 2.202 -1.597 3.561
P 2.360 0.174 4.176
C 2.943 1.167 2.715
C 2.403 2.444 2.397
C 2.738 3.093 1.199
C 3.617 2.480 0.290
C 4.239 1.271 0.637
C 3.929 0.629 1.846
C 0.638 0.776 4.275
C -0.430 0.183 3.589
C -1.708 0.721 3.698
C -1.931 1.849 4.474
C -0.880 2.437 5.169
C 0.394 1.893 5.079
N 1.594 -1.637 1.075
H 1.381 -3.034 -1.962
H 0.339 -1.828 -1.273
H -0.653 -0.293 -1.916
H -2.032 1.627 -2.477
H -1.052 3.565 -3.662
H 1.357 3.534 -4.267
H 2.758 1.607 -3.680
H 0.637 -1.777 -4.685
H 1.281 -2.791 -6.835
H 3.669 -3.146 -7.377
H 5.418 -2.490 -5.757
H 4.778 -1.481 -3.594
H 3.588 -3.857 -0.347
H 4.051 -3.487 2.315
H 2.936 -2.140 4.152
H 1.231 -1.892 3.966
H 1.687 2.901 3.071
H 2.305 4.058 0.968
H 3.851 2.959 -0.652
H 4.956 0.819 -0.036
H 4.404 -0.312 2.087
H -0.270 -0.709 2.992
H -2.527 0.228 3.187
H -2.931 2.260 4.563
H -1.058 3.301 5.798
H 1.205 2.328 5.653
N -10.070 1.378 0.704
C -8.960 1.078 0.707
C -7.549 0.709 0.709
C -6.587 1.674 0.977
C -5.245 1.329 0.987
C -4.880 0.022 0.710
C -5.829 -0.947 0.440
C -7.171 -0.602 0.446
N -3.492 -0.335 0.704
C -2.940 -1.570 1.016
C -1.603 -1.428 0.845
N -1.308 -0.141 0.415
C -2.458 0.473 0.349
H -6.886 2.692 1.191
H -4.498 2.073 1.233
H -5.528 -1.960 0.203
H -7.923 -1.352 0.233
H -3.545 -2.394 1.356
H -0.821 -2.157 0.999
H -2.629 1.490 0.025
*
```

* max |F|: 0.1587 hartree/bohr
* HOMO-LUMO gap: 0.2263 hartree
* ΔE to the lowest compared entry with this formula, charge and spin: 46.2 kcal per mole
* HOMO energy: -9.608 eV
* molecular weight: 769.0 g mol⁻¹